[1]
{
  "formula": "C22H24AsNO7P2Pt",
  "method": "wB97M-V/def2-TZVPD",
  "charge": 2,
  "multiplicity": 1,
  "relative_energy_ev": 0.970,
  "largest_force_ha_per_bohr": 0.01364,
  "elements": ["Pt", "As", "P", "P", "O", "O", "O", "O", "O", "O", "O", "N", "C", "C", "C", "C", "C", "C", "C", "C", "C", "C", "C", "C", "C", "C", "C", "C", "C", "C", "C", "C", "C", "C", "H", "H", "H", "H", "H", "H", "H", "H", "H", "H", "H", "H", "H", "H", "H", "H", "H", "H", "H", "H", "H", "H", "H", "H"],
  "coordinates": [[-1.641430, 0.500635, 0.228865], [0.487421, 0.792393, -0.789228], [-1.679600, -0.082716, 3.078217], [-1.665819, -2.470460, 0.975419], [-0.770224, 0.761431, 2.181058], [-3.260638, -2.350807, 0.965926], [-3.144122, 0.088627, 2.380070], [-3.436657, -0.416695, -1.721375], [-1.653716, 0.055011, 4.534657], [-1.090215, -1.416126, -0.039948], [-1.175360, -3.840911, 0.834637], [-2.081485, -2.694385, 3.621594], [-3.028666, 1.985493, -1.814134], [0.230921, 4.901015, -0.847757], [0.656407, 2.867377, -2.737461], [-1.289708, -1.833134, 2.662131], [0.261023, 3.580145, -0.430194], [0.628884, 4.196488, -3.129667], [1.833600, 0.237080, 0.420794], [1.959540, -1.318155, -1.479270], [0.920015, -0.554226, -2.021927], [0.471942, 2.581232, -1.385147], [0.411260, 5.201192, -2.193045], [2.220509, 0.786334, 1.633102], [3.279592, 0.194308, 2.306643], [1.845938, -2.700151, -3.437326], [3.520656, -1.451681, 0.543014], [3.916177, -0.916134, 1.765085], [0.198944, -2.060216, 2.956001], [0.805163, -1.938301, -3.953503], [-2.841089, 0.538774, -1.395114], [2.425247, -2.397522, -2.208257], [0.326040, -0.850271, -3.238592], [2.468717, -0.875499, -0.149028], [-3.679819, -3.039133, 0.425872], [2.213406, -3.548165, -3.999224], [0.459260, -3.108441, 2.802573], [4.046297, -2.303991, 0.134129], [-1.809332, -3.678088, 3.515370], [0.840309, 2.078877, -3.456120], [-1.904122, -2.374262, 4.582256], [3.605963, 0.599217, 3.254577], [-3.083062, 2.650588, -0.948158], [0.786312, 4.451517, -4.168995], [-2.173700, 2.294227, -2.411575], [3.233419, -3.010037, -1.832284], [0.365534, -2.195377, -4.906981], [4.742721, -1.368459, 2.296726], [0.798779, -1.458287, 2.276418], [0.138986, 3.334986, 0.619809], [-3.086659, -2.624802, 3.436480], [0.079385, 5.693835, -0.128094], [0.393641, 6.232715, -2.518619], [-3.774848, 0.614906, 2.895653], [1.705682, 1.635908, 2.056505], [-3.949431, 2.041797, -2.392242], [0.438331, -1.757953, 3.976733], [-0.496310, -0.261734, -3.627036]],
  "forces_ev_per_angstrom": [[-0.12, -0.12, -0.22], [0.41, -0.14, -0.13], [0.54, 0.40, 0.20], [-0.17, -0.19, 0.05], [-0.07, -0.01, 0.12], [0.11, 0.02, -0.01], [-0.09, 0.03, -0.07], [0.13, -0.05, -0.17], [-0.31, -0.17, -0.01], [-0.28, 0.09, 0.14], [0.12, 0.13, -0.08], [-0.05, -0.03, -0.03], [0.16, -0.12, 0.08], [0.01, -0.03, 0.02], [-0.06, 0.09, 0.08], [0.10, -0.02, -0.07], [-0.05, 0.07, -0.08], [0.02, -0.05, -0.08], [-0.02, 0.05, 0.03], [0.06, 0.06, 0.20], [-0.13, 0.00, -0.20], [-0.12, -0.02, 0.20], [0.01, 0.02, -0.01], [0.00, -0.01, -0.04], [0.00, 0.01, 0.01], [0.02, 0.01, 0.03], [0.04, 0.00, 0.03], [0.00, -0.01, -0.03], [-0.04, -0.08, -0.04], [-0.01, 0.00, 0.00], [-0.08, -0.09, 0.28], [0.01, -0.04, -0.05], [0.00, -0.01, 0.01], [-0.10, -0.08, -0.17], [-0.02, 0.05, -0.02], [0.00, 0.00, 0.00], [0.00, 0.00, 0.01], [0.00, 0.00, 0.01], [0.02, 0.01, 0.06], [0.00, 0.01, -0.02], [-0.01, 0.02, 0.00], [0.01, 0.00, 0.00], [-0.05, 0.05, -0.03], [0.00, 0.00, 0.00], [0.05, 0.04, -0.09], [-0.01, -0.01, -0.01], [0.00, 0.00, 0.00], [0.00, 0.00, 0.01], [0.02, 0.00, -0.01], [0.00, 0.00, 0.01], [0.00, 0.00, 0.01], [0.00, 0.00, 0.00], [0.00, 0.00, 0.02], [0.01, -0.01, -0.01], [-0.01, 0.01, 0.02], [-0.03, 0.05, 0.05], [-0.01, 0.01, 0.00], [0.01, 0.00, -0.01]]
}

=====

[2]
{
  "formula": "C23H24AsCl3GeIN2O2Ti",
  "method": "wB97M-V/def2-TZVPD",
  "charge": 3,
  "multiplicity": 1,
  "relative_energy_ev": 0.000,
  "largest_force_ha_per_bohr": 0.01581,
  "elements": ["I", "As", "Ge", "Ti", "Cl", "Cl", "Cl", "O", "O", "N", "N", "C", "C", "C", "C", "C", "C", "C", "C", "C", "C", "C", "C", "C", "C", "C", "C", "C", "C", "C", "C", "C", "C", "C", "H", "H", "H", "H", "H", "H", "H", "H", "H", "H", "H", "H", "H", "H", "H", "H", "H", "H", "H", "H", "H", "H", "H", "H"],
  "coordinates": [[1.479898, -2.423945, -2.402492], [0.119499, 0.305285, 1.364268], [-0.201905, 2.871348, -4.731941], [0.129118, 0.338755, -2.093947], [-2.282427, 2.722138, -5.104591], [0.154548, 0.333449, -4.501032], [-0.472929, 2.486161, -1.990494], [2.081915, 0.630957, -2.252743], [0.139598, -0.029645, -0.412004], [-1.686833, -0.627635, -2.403488], [4.112283, 0.830418, -3.148325], [-2.821664, 2.459424, 3.247636], [-1.500218, 1.234814, 1.669123], [-2.533773, 1.268977, 0.739566], [2.675844, 3.472449, 2.102252], [3.919359, 2.853726, 2.119764], [-3.557947, -3.086028, -3.973961], [3.055868, 0.111100, -2.867370], [0.972412, -1.588444, 3.298050], [-0.500091, -3.695416, 2.207720], [-1.634891, 1.818264, 2.929022], [3.053933, -1.331551, -3.306061], [1.657558, 1.349859, 1.662118], [0.245455, -3.878056, 3.368756], [0.228899, -1.417169, 2.131011], [-3.853879, 2.510576, 2.319972], [-3.831506, -1.998674, -2.921495], [-2.641427, -1.227660, -2.625069], [2.906857, 0.721397, 1.670148], [1.533062, 2.723204, 1.869711], [-0.519685, -2.460123, 1.586449], [0.973753, -2.831575, 3.915056], [-3.712695, 1.917216, 1.071889], [4.038229, 1.484536, 1.898724], [-1.074233, -4.516712, 1.801150], [-3.181414, -2.653298, -4.898391], [1.541009, -2.979467, 4.823599], [5.011504, 1.013669, 1.929431], [-4.188238, -2.419510, -1.977979], [-4.777223, 3.013603, 2.573519], [4.919800, 0.434468, -3.609143], [-0.834634, 1.777851, 3.660212], [-4.585153, -1.285966, -3.269339], [-2.431418, 0.798549, -0.229106], [0.560710, 3.201794, 1.864474], [2.992030, -0.348945, 1.525676], [3.988546, -1.817775, -3.032695], [2.594863, 4.535303, 2.284168], [-1.120647, -2.306654, 0.696683], [-2.939482, 2.917259, 4.220016], [-2.849778, -3.824634, -3.604270], [4.805758, 3.441506, 2.318795], [1.537508, -0.772381, 3.729908], [-4.496457, -3.590878, -4.189738], [2.925546, -1.386183, -4.386986], [-4.525605, 1.959014, 0.359831], [0.249621, -4.844324, 3.854925], [4.151156, 1.805604, -2.880980]],
  "forces_ev_per_angstrom": [[-0.05, 0.07, -0.07], [0.16, -0.11, -0.03], [-0.08, 0.00, -0.16], [0.63, -0.08, -0.22], [0.01, -0.01, 0.02], [0.05, 0.15, -0.32], [-0.05, -0.02, -0.01], [-0.20, -0.01, 0.00], [-0.32, 0.16, 0.73], [-0.13, -0.19, 0.05], [-0.01, -0.02, 0.07], [0.00, 0.00, 0.00], [0.01, 0.00, 0.04], [0.00, -0.02, -0.02], [0.01, 0.00, 0.01], [0.00, 0.01, 0.00], [-0.02, -0.02, -0.01], [0.09, -0.05, -0.01], [-0.02, 0.02, -0.04], [0.00, -0.01, 0.01], [0.00, 0.00, 0.01], [0.01, 0.00, 0.01], [0.02, -0.02, 0.04], [-0.01, -0.01, 0.00], [0.04, 0.00, 0.03], [0.00, 0.00, 0.00], [-0.08, 0.02, -0.05], [0.06, 0.07, 0.04], [-0.04, 0.00, 0.03], [-0.06, 0.02, -0.03], [-0.04, 0.04, -0.04], [0.00, 0.01, -0.01], [0.00, 0.00, 0.01], [0.00, 0.01, 0.00], [0.00, 0.00, 0.00], [0.00, 0.00, 0.00], [0.00, 0.00, 0.00], [0.00, -0.01, 0.00], [-0.01, 0.00, -0.02], [0.00, 0.00, 0.00], [0.00, 0.00, 0.00], [-0.01, 0.00, -0.01], [-0.01, -0.01, 0.01], [0.01, 0.00, 0.00], [0.03, -0.01, 0.00], [0.00, -0.02, 0.00], [0.00, 0.00, -0.03], [0.00, 0.00, 0.00], [0.01, -0.01, 0.00], [0.00, 0.00, 0.00], [0.01, 0.00, 0.00], [0.00, 0.00, 0.00], [0.02, 0.02, 0.00], [0.01, -0.01, 0.00], [-0.03, 0.00, 0.01], [0.00, 0.00, 0.00], [0.00, 0.00, 0.00], [-0.01, 0.01, -0.01]]
}